[1]
# C5H12NOS

2 unconnected molecules or ions with the total composition C5H12NOS in a non-equilibrium geometry (wB97M-V/def2-TZVPD, the OMol25 dataset).

Geometry (Å):
C -1.299 -0.933 -0.944
C -0.231 -0.135 -0.214
C 0.610 -0.995 0.790
C 2.163 -0.488 0.929
S 3.368 -1.805 0.468
N -0.717 1.024 0.576
C -1.501 2.044 -0.223
O -1.229 2.164 -1.550
H -1.479 -0.441 -1.995
H -1.023 -1.993 -0.978
H -2.369 -0.777 -0.353
H 0.604 0.361 -0.898
H 0.044 -1.121 1.784
H 0.810 -2.024 0.481
H 2.382 -0.202 1.974
H 2.383 0.509 0.331
H 1.280 -1.362 -1.199
H 0.121 1.604 0.828
H -2.573 1.635 -0.133
H -1.344 2.933 0.327

Calculated values
**Lowest unoccupied orbital energy**: 0.7 eV
**Relative energy (zero: lowest compared OMol25 entry of this formula, charge and spin)**: 777.53 kJ/mol
**Total charge**: -1
**HOMO energy**: -3.050 eV
**Gap between HOMO and LUMO**: 3.709 eV

Mulliken population analysis, charges in e, atoms 1 to 4: C -1.247; C 0.446; C -1.215; C -0.578

---

[2]
# C5H14

2 unconnected molecules or ions with the total composition C5H14 in a non-equilibrium geometry (wB97M-V/def2-TZVPD, the OMol25 dataset).

Geometry (Å):
C 0.183 0.778 -1.131
C -1.175 0.246 -1.492
C 0.218 1.828 -2.291
H 1.018 0.090 -1.298
H 0.297 1.037 -0.091
H -1.391 -0.808 -1.203
H -1.940 0.875 -1.031
H 1.318 1.929 -2.480
H -0.270 2.787 -2.118
H -1.435 0.112 -2.571
H -0.140 1.535 -3.294
C 0.233 -1.189 1.649
C 0.566 -1.402 3.115
H 0.462 -0.225 1.222
H 0.812 -1.859 0.999
H -0.810 -1.495 1.486
H 0.261 -2.360 3.522
H 0.156 -0.597 3.733
H 1.635 -1.282 3.274

Calculated values
**Lowest unoccupied orbital energy (spin up / spin down)**: -3.1 / -10.3 eV
**Relative energy (zero: lowest compared OMol25 entry of this formula, charge and spin)**: 55.74 kJ/mol
**Spin multiplicity**: 2
**Total charge**: +1
**HOMO energy (spin up / spin down)**: -14.686 / -14.683 eV
**Gap between HOMO and LUMO (spin up / spin down)**: 11.587 / 4.348 eV

Mulliken population analysis, charges in e, atoms 1 to 4: C -0.052; C -0.982; C -1.042; H 0.369

---

[3]
# C3H6N2O

A single C3H6N2O molecule in a non-equilibrium geometry (wB97M-V/def2-TZVPD, the OMol25 dataset).

Geometry (Å):
N 2.192 0.235 -0.528
C 1.053 -0.200 0.104
O 1.090 -0.609 1.251
N -0.196 0.064 -0.675
C -1.692 -0.701 -0.149
C -1.127 0.533 0.350
H 2.142 0.762 -1.380
H 3.036 0.317 0.036
H -2.704 -0.660 -0.620
H -1.460 -1.686 0.227
H -1.620 1.447 0.045
H -0.713 0.496 1.341

Calculated values
**Lowest unoccupied orbital energy**: 1.0 eV
**Relative energy (zero: lowest compared OMol25 entry of this formula, charge and spin)**: 259.02 kJ/mol
**HOMO energy**: -9.438 eV
**SMILES string**: NC(=O)N1CC1
**Gap between HOMO and LUMO**: 10.444 eV

Mulliken population analysis, charges in e, atoms 1 to 4: N -0.395; C 0.617; O -0.585; N -0.444

---

[4]
# C12H17NO2S

A single C12H17NO2S molecule in a non-equilibrium geometry (wB97M-V/def2-TZVPD, the OMol25 dataset).

Geometry (Å):
O -2.698 -0.496 -1.698
C -2.492 -0.674 -0.480
S -3.850 -0.749 0.658
C -3.307 -0.009 2.266
C -1.988 -0.582 2.797
C -0.752 0.019 2.188
O -0.077 0.744 2.887
N -0.399 -0.108 0.832
C -1.057 -1.068 -0.073
C -0.058 -1.250 -1.225
C 1.261 -0.841 -0.560
C 2.422 -0.614 -1.494
C 2.295 0.687 -2.280
C 2.107 1.866 -1.299
C 0.883 1.693 -0.418
C 0.944 0.340 0.343
H -3.213 1.063 2.155
H -4.094 -0.207 2.994
H -2.044 -1.652 2.689
H -1.911 -0.435 3.878
H -1.169 -2.028 0.442
H -0.323 -0.579 -2.031
H -0.028 -2.307 -1.573
H 1.553 -1.690 0.080
H 2.509 -1.428 -2.192
H 3.327 -0.551 -0.896
H 1.461 0.642 -2.987
H 3.209 0.835 -2.856
H 3.046 1.901 -0.714
H 2.021 2.788 -1.898
H 0.028 1.793 -1.082
H 0.782 2.514 0.340
H 1.612 0.383 1.210

Calculated values
**Lowest unoccupied orbital energy**: 0.4 eV
**Relative energy (zero: lowest compared OMol25 entry of this formula, charge and spin)**: 61.48 kJ/mol
**HOMO energy**: -9.147 eV
**SMILES string**: O=C1SCCC(=O)N2[C@@H]1C[C@H]1CCCC[C@H]12
**Gap between HOMO and LUMO**: 9.505 eV

Mulliken population analysis, charges in e, atoms 1 to 4: O -0.558; C 0.367; S -0.149; C -0.582

---

[5]
# C32H33BCl2GeN4NaO4

A molecular structure, C32H33BCl2GeN4NaO4 in a non-equilibrium geometry (wB97M-V/def2-TZVPD, the OMol25 dataset).

Geometry (Å):
Na 0.788 -0.302 -1.297
Cl -3.825 5.283 1.080
C -3.053 4.022 0.130
C -2.053 3.255 0.749
C -1.399 2.235 0.011
N -0.315 1.475 0.650
C 0.803 2.155 0.988
O 0.909 3.385 1.057
C 2.032 1.357 1.417
C 3.127 2.100 1.898
C 4.227 1.378 2.350
C 4.149 -0.031 2.493
C 3.017 -0.633 1.935
N 2.065 0.055 1.265
C -1.575 2.101 -1.377
C -2.448 3.065 -2.014
C -3.275 3.919 -1.249
Cl -4.573 4.751 -1.987
N -0.870 1.136 -2.090
C -0.799 1.235 -3.420
O -1.195 2.165 -4.140
C -0.222 0.019 -4.057
C -0.550 -0.109 -5.465
C -0.883 -1.372 -5.907
C -1.075 -2.451 -5.032
C -0.474 -2.317 -3.794
N 0.223 -1.186 -3.451
H -1.746 3.516 1.819
H 3.106 3.181 1.962
H 5.142 1.908 2.621
H 4.916 -0.597 3.051
H 2.910 -1.679 1.801
H -2.347 3.067 -3.091
H -0.738 0.846 -5.959
H -1.119 -1.569 -6.945
H -1.637 -3.346 -5.274
H -0.466 -3.124 -3.029
C -4.324 -0.762 5.824
C -4.161 -0.445 4.270
C -2.784 0.114 3.823
C -2.624 0.151 2.299
Ge -0.764 -0.084 1.676
C -0.916 -1.885 0.827
C -1.356 -2.948 1.905
C -0.207 -3.400 2.802
C -0.729 -4.427 3.877
H -3.462 -0.307 6.296
H -4.286 -1.853 6.016
H -5.230 -0.366 6.274
H -4.910 0.224 3.880
H -4.246 -1.405 3.722
H -2.001 -0.520 4.246
H -2.522 1.117 4.210
H -3.204 0.985 1.850
H -3.077 -0.780 1.952
H 0.022 -0.235 2.982
H -0.018 -2.205 0.327
H -1.726 -1.738 0.070
H -1.811 -3.791 1.378
H -2.162 -2.605 2.564
H 0.203 -2.482 3.225
H 0.616 -3.888 2.256
H -1.662 -4.022 4.306
H 0.071 -4.577 4.609
H -0.980 -5.383 3.409
O 2.086 0.592 -2.948
B 1.450 -0.049 -4.113
O 2.506 -0.390 -5.012
C 3.747 0.056 -4.416
C 4.989 0.257 -4.984
C 6.040 0.911 -4.247
C 5.780 1.296 -2.940
C 4.495 1.121 -2.389
C 3.457 0.623 -3.135
H 5.135 -0.066 -5.986
H 7.011 1.037 -4.755
H 6.532 1.833 -2.332
H 4.247 1.407 -1.317

Calculated values
**Lowest unoccupied orbital energy**: 1.6 eV
**Relative energy (zero: lowest compared OMol25 entry of this formula, charge and spin)**: 0.00 kJ/mol
**Total charge**: -1
**HOMO energy**: -2.870 eV
**Gap between HOMO and LUMO**: 4.509 eV

Mulliken population analysis, charges in e, atoms 1 to 4: Na 0.831; Cl -0.273; C 0.120; C -0.228

---

[6]
# C42H84O34S

11 unconnected molecules or ions with the total composition C42H84O34S in a non-equilibrium geometry (wB97M-V/def2-TZVPD, the OMol25 dataset).

Geometry (Å):
O 1.801 -7.644 0.479
S 2.703 -7.399 1.601
O 2.166 -6.757 2.834
O 3.544 -8.720 2.018
C 4.770 -8.883 1.292
C 5.193 -7.391 1.215
O 4.020 -6.570 1.108
H 5.561 -9.353 1.875
H 4.712 -9.508 0.401
H 5.675 -7.241 0.249
H 5.738 -6.950 2.050
C 4.595 0.383 -9.216
C 3.402 -0.024 -8.308
O 2.594 1.046 -7.843
C 2.977 1.697 -6.747
O 4.090 1.495 -6.158
O 2.105 2.677 -6.431
C 2.366 3.511 -5.290
H 5.268 0.962 -8.583
H 4.225 1.021 -10.019
H 5.114 -0.438 -9.710
H 3.810 -0.623 -7.494
H 2.818 -0.712 -8.918
H 1.829 4.457 -5.355
H 3.415 3.672 -5.043
H 1.963 2.974 -4.432
C 12.133 0.788 1.509
C 11.741 -0.664 1.178
O 10.609 -0.688 0.304
C 10.149 -1.898 -0.178
O 10.685 -2.952 0.015
O 9.024 -1.788 -0.997
C 8.420 -0.542 -0.933
H 12.713 1.277 0.727
H 12.604 0.847 2.490
H 11.239 1.410 1.563
H 11.440 -1.284 2.023
H 12.572 -1.211 0.733
H 7.451 -0.715 -1.402
H 8.857 0.352 -1.379
H 8.125 -0.262 0.078
C -5.608 9.761 -1.764
C -5.416 9.409 -3.254
O -5.757 8.027 -3.446
C -4.836 7.150 -3.289
O -3.663 7.421 -3.131
O -5.395 5.925 -3.514
C -4.631 4.711 -3.477
H -6.662 9.543 -1.594
H -5.481 10.805 -1.478
H -4.996 9.121 -1.128
H -4.500 9.634 -3.800
H -6.095 10.064 -3.800
H -4.376 4.351 -4.474
H -5.155 3.930 -2.925
H -3.743 4.820 -2.855
C -1.701 4.188 1.293
C -0.500 3.345 0.914
O -0.914 2.072 0.344
C 0.052 1.215 0.045
O 1.083 1.075 0.626
O -0.450 0.307 -0.754
C 0.260 -0.859 -1.053
H -1.380 4.806 2.131
H -2.489 3.540 1.678
H -1.954 4.886 0.495
H -0.040 3.057 1.859
H 0.317 3.867 0.416
H -0.360 -1.496 -1.684
H 0.617 -1.389 -0.170
H 1.140 -0.500 -1.586
C -5.145 -6.719 1.376
C -5.023 -8.036 2.237
O -6.297 -8.399 2.655
C -7.010 -9.384 2.189
O -6.703 -10.081 1.164
O -8.091 -9.472 2.900
C -9.006 -10.470 2.627
H -4.838 -5.917 2.047
H -6.229 -6.622 1.312
H -4.680 -6.613 0.396
H -4.326 -7.903 3.064
H -4.479 -8.768 1.639
H -9.873 -10.384 3.282
H -8.566 -11.415 2.944
H -9.243 -10.679 1.584
C -4.410 1.287 6.263
C -3.178 1.642 7.105
O -3.211 2.965 7.650
C -4.064 3.317 8.606
O -4.876 2.645 9.221
O -3.877 4.668 8.816
C -4.758 5.451 9.509
H -4.303 1.905 5.372
H -5.422 1.416 6.648
H -4.471 0.260 5.904
H -2.274 1.641 6.495
H -3.098 0.978 7.966
H -4.784 6.526 9.330
H -4.627 5.415 10.591
H -5.726 5.069 9.186
C 4.521 -7.040 -5.589
C 4.355 -8.542 -5.780
O 3.184 -8.975 -6.535
C 2.803 -10.210 -6.629
O 1.797 -10.436 -7.209
O 3.550 -11.128 -5.961
C 3.298 -12.519 -5.984
H 5.328 -6.700 -4.939
H 3.626 -6.537 -5.224
H 4.713 -6.553 -6.545
H 4.305 -9.002 -4.793
H 5.251 -8.918 -6.273
H 2.802 -12.772 -5.047
H 4.261 -13.030 -6.010
H 2.747 -12.837 -6.870
C -4.267 -8.404 -6.714
C -3.363 -7.208 -6.464
O -4.148 -6.006 -6.041
C -3.563 -4.839 -6.013
O -2.400 -4.551 -6.388
O -4.386 -3.879 -5.474
C -5.733 -4.198 -5.006
H -3.671 -9.314 -6.783
H -4.945 -8.284 -7.559
H -4.829 -8.459 -5.782
H -2.836 -6.922 -7.374
H -2.529 -7.383 -5.784
H -6.151 -3.300 -4.552
H -5.829 -4.984 -4.257
H -6.337 -4.482 -5.868
C 3.255 4.409 8.733
C 3.150 4.501 7.228
O 2.781 3.257 6.580
C 3.765 2.257 6.610
O 4.910 2.416 7.089
O 3.242 1.163 5.980
C 4.129 0.123 5.734
H 4.082 3.734 8.953
H 2.392 3.817 9.039
H 3.331 5.332 9.309
H 4.012 5.043 6.839
H 2.304 5.182 7.137
H 3.759 -0.807 5.302
H 4.770 -0.177 6.562
H 4.911 0.416 5.034
C -3.180 12.190 4.549
C -4.324 13.203 4.568
O -4.089 14.085 3.474
C -4.216 15.340 3.633
O -4.439 15.850 4.771
O -4.093 16.015 2.503
C -3.345 15.604 1.359
H -3.318 11.546 3.680
H -3.110 11.600 5.463
H -2.244 12.739 4.445
H -4.329 13.725 5.525
H -5.329 12.805 4.431
H -3.610 14.699 0.813
H -2.268 15.496 1.489
H -3.446 16.383 0.603

Calculated values
**Lowest unoccupied orbital energy**: 0.2 eV
**Relative energy (zero: lowest compared OMol25 entry of this formula, charge and spin)**: 672.04 kJ/mol
**HOMO energy**: -10.402 eV
**SMILES string**: O=S1(=O)OCCO1.CCOC(=O)OC.CCOC(=O)OC.CCOC(=O)OC.CCOC(=O)OC.CCOC(=O)OC.CCOC(=O)OC.CCOC(=O)OC.CCOC(=O)OC.CCOC(=O)OC.CCOC(=O)OC
**Gap between HOMO and LUMO**: 10.557 eV

Mulliken population analysis, charges in e, atoms 1 to 4: O -0.522; S 1.087; O -0.535; O -0.305

---

[7]
# C35H67Br16F3N4O5P

9 unconnected molecules or ions with the total composition C35H67Br16F3N4O5P in a non-equilibrium geometry (wB97M-V/def2-TZVPD, the OMol25 dataset).

Geometry (Å):
C 1.676 5.248 3.525
C 0.555 5.073 2.846
C -0.735 4.569 1.990
C -0.293 3.271 1.090
C -1.555 2.711 0.190
N -1.137 2.046 -1.046
C -1.735 2.388 -2.325
C -1.827 3.915 -2.798
O -2.855 4.712 -2.105
C -0.444 4.733 -2.867
F -0.768 5.996 -3.532
F 0.106 5.114 -1.597
F 0.538 4.120 -3.758
C -0.496 0.734 -0.902
N 0.841 0.709 -1.139
C 1.689 1.855 -1.567
C 2.921 2.094 -0.504
N 3.911 0.968 -0.540
C 4.713 1.110 0.747
C 5.896 0.010 0.860
C 4.802 1.058 -1.734
C 6.085 2.030 -1.872
O 4.527 0.328 -2.766
N -1.273 -0.407 -0.429
C -0.648 -1.742 -0.612
C 0.357 -2.112 0.629
C 1.795 -2.671 0.104
C 2.969 -2.244 1.162
P -2.924 -0.488 -0.998
O -2.905 -0.566 -2.558
O -3.946 0.790 -0.417
O -3.776 -1.919 -0.501
H 2.738 5.212 3.979
H -1.521 4.262 2.787
H -1.159 5.427 1.347
H 0.655 3.453 0.470
H -0.044 2.446 1.880
H -2.302 3.575 0.126
H -2.053 1.912 0.884
H -1.164 1.817 -3.173
H -2.825 1.967 -2.397
H -2.215 3.881 -3.901
H -2.392 5.298 -1.441
H 1.397 -0.175 -1.019
H 1.188 2.867 -1.687
H 2.217 1.564 -2.562
H 2.473 2.183 0.556
H 3.387 3.132 -0.774
H 5.129 2.190 0.773
H 3.964 0.993 1.625
H 5.695 -0.821 0.080
H 6.947 0.441 0.664
H 5.791 -0.471 1.915
H 6.931 1.578 -1.231
H 6.367 2.096 -2.989
H 5.754 3.082 -1.503
H 0.043 -1.706 -1.554
H -1.339 -2.638 -0.757
H 0.573 -1.164 1.245
H -0.102 -2.965 1.265
H 1.834 -3.818 -0.001
H 2.066 -2.232 -0.929
H 2.548 -1.746 2.109
H 3.623 -1.457 0.616
H 3.683 -3.136 1.400
H -4.612 0.943 -1.148
H -3.912 -1.916 0.479
Br -3.181 6.061 4.902
C -4.631 4.765 4.775
C -4.256 3.459 5.430
Br -3.049 2.424 4.301
H -4.876 4.663 3.717
H -5.473 5.228 5.295
H -5.136 2.826 5.560
H -3.760 3.585 6.394
Br 0.552 2.286 7.120
C -0.897 0.988 6.992
C -0.521 -0.319 7.647
Br 0.686 -1.353 6.517
H -1.142 0.887 5.934
H -1.739 1.451 7.512
H -1.401 -0.952 7.776
H -0.026 -0.193 8.610
Br -7.914 -0.421 -5.985
C -6.155 0.383 -5.744
C -5.396 -0.288 -4.625
Br -6.050 0.291 -2.882
H -6.312 1.450 -5.581
H -5.643 0.237 -6.697
H -4.344 0.003 -4.644
H -5.467 -1.376 -4.645
Br 4.404 3.146 6.763
C 4.220 2.455 8.577
C 5.258 1.400 8.864
Br 4.785 -0.292 8.019
H 3.196 2.093 8.679
H 4.360 3.322 9.227
H 5.303 1.182 9.933
H 6.255 1.665 8.511
Br -11.390 -0.839 -11.530
C -11.548 -1.002 -9.594
C -10.197 -1.192 -8.948
Br -9.550 -3.016 -9.185
H -12.239 -1.823 -9.399
H -12.002 -0.064 -9.266
H -10.264 -1.052 -7.868
H -9.430 -0.528 -9.349
Br -0.084 -5.767 -1.940
C -1.822 -6.125 -2.750
C -2.906 -5.291 -2.111
Br -3.418 -6.007 -0.372
H -1.996 -7.199 -2.667
H -1.704 -5.861 -3.803
H -3.818 -5.322 -2.710
H -2.616 -4.252 -1.954
Br 3.769 -5.211 -3.509
C 3.279 -6.719 -4.643
C 3.250 -8.008 -3.858
Br 5.052 -8.671 -3.521
H 3.985 -6.735 -5.474
H 2.284 -6.477 -5.022
H 2.760 -8.796 -4.431
H 2.761 -7.911 -2.887
Br 6.825 -1.483 4.337
C 7.709 -3.203 4.105
C 7.774 -3.591 2.647
Br 6.047 -4.236 2.011
H 7.170 -3.924 4.720
H 8.713 -3.065 4.511
H 8.461 -4.426 2.502
H 8.067 -2.768 1.993

Calculated values
**Lowest unoccupied orbital energy**: -3.4 eV
**Total charge**: +1
**HOMO energy**: -11.116 eV
**Gap between HOMO and LUMO**: 7.672 eV

Mulliken population analysis, charges in e, atoms 1 to 4: C -0.395; C -0.386; C 0.200; C 0.032

---

[8]
# C4H9FN3

A gas-phase ion, C4H9FN3 (charge +1) in a non-equilibrium geometry (wB97M-V/def2-TZVPD, the OMol25 dataset).

Geometry (Å):
C -1.135 -1.005 -0.191
C -0.541 0.337 0.303
C -0.353 -1.650 0.902
C 0.580 2.469 -0.166
N 0.794 -2.254 0.647
N 0.570 0.893 -1.737
N 0.213 1.090 -0.544
F -0.769 -1.558 2.152
H -2.229 -1.228 -0.185
H -0.910 -1.584 -1.152
H -1.078 0.774 1.200
H -0.249 2.985 -0.006
H 1.113 2.342 0.730
H 1.251 2.980 -0.927
H 1.366 -2.561 1.412
H 0.256 0.047 -2.126
H 1.120 -2.077 -0.311

Calculated values
**Lowest unoccupied orbital energy (spin up / spin down)**: -4.5 / -4.5 eV
**Relative energy (zero: lowest compared OMol25 entry of this formula, charge and spin)**: 350.17 kJ/mol
**Total charge**: +1
**HOMO energy (spin up / spin down)**: -12.713 / -12.714 eV
**Gap between HOMO and LUMO (spin up / spin down)**: 8.182 / 8.184 eV

Mulliken population analysis, charges in e, atoms 1 to 4: C -0.602; C -0.188; C 0.594; C -0.954

---

The evaluated DFT total energy for the records listed, in turn: -19746.1718; -5400.5277; -8234.0142; -29140.6549; -134525.9785; -125359.6117; -1191689.1070; -11471.2766 eV.